# C5H8IP

One molecule with the formula C5H8IP in a non-equilibrium geometry (ωB97M-V with the def2-TZVPD basis set, OMol25).

As for the total energy: -834.2144 a.u. The structure (SMILES) is C=C(C)C=P(=C)I. Its total charge is 0. The calculation puts the energy relative to the best compared isomer or geometry (same formula, charge and spin) at 77.7 kcal per mole. For the molecular weight, the calculation gives 226.0 g/mol. Its spin multiplicity is 1.

```
15
C5H8IP (ωB97M-V with the def2-TZVPD basis set)
C 0.1778 0.5149 1.3790
C -0.0023 0.8738 0.1388
C 0.4199 2.3517 -0.3614
C -0.2054 0.0044 -0.9701
P -0.7863 -1.5776 -0.5655
C 0.1811 -2.8738 -0.2012
I -2.5359 -1.4659 1.2322
H 0.4503 1.2502 2.1669
H 0.0645 -0.4217 1.8416
H 1.4790 2.4080 -0.4865
H -0.0551 3.0803 0.2612
H 0.0148 2.4346 -1.3592
H 0.1952 0.1426 -1.9793
H 1.0895 -3.0541 -0.8121
H -0.4872 -3.6674 -0.2844
```